(1)
Density functional theory data (ωB97M-V/def2-TZVPD) for a structure of composition C20H26AsF5MnN4OS2Se.

Structure (XYZ):
```
61
Properties=species:S:1:pos:R:3:lowdin_charge:R:1
Mn 0.087 -0.260 0.239 0.29
C 5.304 0.425 2.450 0.01
C 3.953 0.309 3.045 -0.31
N 3.647 0.484 4.287 0.15
N 2.293 0.300 4.340 0.05
C 1.744 0.020 3.160 -0.71
S 0.123 -0.233 2.782 0.71
N 2.813 -0.002 2.320 -0.09
N 2.671 -0.204 0.955 0.07
H 6.026 0.563 3.250 0.10
H 5.356 1.282 1.777 0.10
H 5.567 -0.471 1.887 0.09
H 1.801 0.422 5.210 0.17
H 2.866 0.655 0.447 0.08
H 3.286 -0.947 0.641 0.10
Se 1.312 -0.301 -1.887 0.79
C 0.202 0.617 -3.144 -0.62
C -0.814 -0.051 -3.814 -0.13
C -1.608 0.631 -4.724 -0.07
C -1.383 1.978 -4.972 -0.07
C -0.353 2.641 -4.318 -0.07
C 0.443 1.962 -3.408 -0.14
H -0.982 -1.105 -3.627 0.09
H -2.401 0.108 -5.243 0.11
H -2.003 2.509 -5.683 0.11
H -0.167 3.688 -4.518 0.11
H 1.243 2.475 -2.891 0.10
C -4.442 0.156 0.184 -0.22
S -3.136 -0.090 1.379 0.89
C -3.871 -1.466 2.249 -0.23
O -1.971 -0.733 0.637 -0.69
H -5.347 0.410 0.737 0.07
H -4.578 -0.756 -0.396 0.07
H -4.163 0.979 -0.465 0.05
H -4.770 -1.123 2.759 0.07
H -3.143 -1.805 2.984 0.05
H -4.103 -2.259 1.539 0.07
F -2.066 1.417 -1.360 0.06
C -1.224 2.277 -0.749 -0.26
C -0.153 1.791 -0.023 -0.12
C 0.641 2.760 0.558 -0.23
F 1.739 2.400 1.276 0.05
C 0.410 4.118 0.444 -0.14
F 1.217 5.004 1.026 0.13
C -0.679 4.555 -0.293 -0.13
F -0.925 5.853 -0.420 0.14
C -1.505 3.624 -0.894 -0.15
F -2.559 4.028 -1.605 0.13
C -0.173 -3.842 1.810 -0.28
As 0.259 -2.847 0.200 1.02
C 1.971 -3.622 -0.285 -0.29
C -0.963 -3.628 -1.092 -0.26
H -0.053 -4.910 1.632 0.04
H -1.203 -3.633 2.090 0.02
H 0.479 -3.526 2.621 0.02
H 1.856 -4.689 -0.472 0.04
H 2.676 -3.489 0.537 0.03
H 2.350 -3.134 -1.181 0.00
H -0.556 -4.558 -1.485 0.04
H -1.132 -2.927 -1.907 0.01
H -1.910 -3.829 -0.594 0.03
```

The net charge is +1. Its HOMO energy (spin up / spin down) is -10.7067 / -10.8792 eV. The total energy is -8155.6492 Eh. As for the gap between HOMO and LUMO (spin up / spin down): 6.534 / 8.549 eV. The calculation puts the largest force on an atom at 0.5 eV/Å. Its LUMO energy (spin up / spin down) is -4.17 / -2.33 eV. The spin multiplicity is 5.

=====

(2)
Density functional theory data (ωB97M-V/def2-TZVPD) for a structure of composition C20H26AsN4O2PtS3.

Structure (XYZ):
```
57
Properties=species:S:1:pos:R:3:lowdin_charge:R:1
Pt -0.238 0.373 0.464 0.69
O 3.418 -0.031 4.513 0.06
C 4.142 0.356 3.454 -0.26
C 5.502 0.594 3.664 0.00
C 6.310 0.993 2.623 -0.07
C 5.788 1.166 1.340 -0.08
C 4.448 0.938 1.125 -0.03
C 3.603 0.536 2.166 -0.08
C 2.175 0.336 1.882 -0.41
O 1.759 0.615 0.677 -0.26
N 1.391 -0.140 2.814 -0.01
N 0.051 -0.211 2.451 -0.25
C -0.722 -0.567 3.421 -0.89
S -2.461 -0.600 3.273 0.91
C -2.707 -1.545 4.800 -0.50
C -1.687 -1.054 5.804 -0.50
S -0.074 -0.991 4.978 1.01
H 2.496 -0.176 4.220 0.03
H 5.893 0.449 4.662 0.12
H 7.363 1.169 2.805 0.11
H 6.429 1.472 0.525 0.10
H 4.024 1.057 0.137 0.11
H -2.576 -2.604 4.585 0.09
H -3.727 -1.366 5.137 0.09
H -1.596 -1.737 6.647 0.09
H -1.937 -0.060 6.172 0.08
C -1.096 3.578 -0.850 -0.26
As -0.224 1.919 -1.329 0.94
C 1.553 2.439 -1.852 -0.27
C -1.069 1.462 -3.002 -0.27
H -1.062 4.250 -1.706 0.04
H -0.581 4.035 -0.007 0.04
H -2.133 3.397 -0.584 0.01
H 1.485 3.181 -2.646 0.04
H 2.078 1.554 -2.208 0.04
H 2.087 2.846 -0.998 0.03
H -0.893 2.243 -3.740 0.04
H -2.140 1.342 -2.845 0.02
H -0.656 0.521 -3.358 0.04
N -3.582 1.432 0.547 0.13
C -3.600 0.175 0.103 -0.82
S -2.163 -0.710 -0.132 0.60
N -4.762 -0.427 -0.158 0.07
C -6.071 0.135 -0.045 -0.24
C -6.374 1.370 -0.604 -0.04
C -7.661 1.876 -0.484 -0.06
C -8.643 1.144 0.167 -0.07
C -8.339 -0.104 0.694 -0.06
C -7.053 -0.609 0.595 -0.02
H -2.689 1.785 0.856 0.06
H -4.432 1.901 0.820 0.11
H -4.699 -1.409 -0.381 0.14
H -5.626 1.914 -1.166 0.12
H -7.900 2.835 -0.924 0.11
H -9.646 1.539 0.252 0.11
H -9.105 -0.686 1.190 0.11
H -6.808 -1.578 1.012 0.12
```

The net charge is +1. Its HOMO energy is -10.2017 eV. The total energy is -4696.7482 Eh. As for the gap between HOMO and LUMO: 7.295 eV. The calculation puts the largest force on an atom at 0.8 eV/Å. Its LUMO energy is -2.91 eV.

=====

(3)
Density functional theory data (ωB97M-V/def2-TZVPD) for a structure of composition C20H26Br2CaN8O4Se in a non-equilibrium geometry.

Structure (XYZ):
```
62
Properties=species:S:1:pos:R:3:lowdin_charge:R:1
Ca 0.209 -0.518 -0.288 1.00
C -1.460 2.921 3.533 -0.03
N -0.585 2.733 2.392 -0.13
C -0.433 3.867 1.506 -0.02
C -0.193 1.531 1.980 -0.44
O 0.448 1.361 0.943 -0.12
C -0.593 0.326 2.830 -0.12
O -0.270 -0.893 2.168 -0.22
C 0.523 -1.780 2.954 -0.15
C 1.969 -1.303 3.074 -0.48
O 2.224 -0.116 2.940 0.06
N 2.891 -2.228 3.424 -0.15
C 2.591 -3.654 3.461 -0.06
C 4.292 -1.867 3.362 -0.04
H -1.264 3.898 3.974 0.09
H -2.510 2.882 3.225 0.10
H -1.286 2.183 4.307 0.09
H 0.038 4.694 2.037 0.09
H 0.177 3.584 0.655 0.09
H -1.416 4.184 1.149 0.10
H -0.075 0.389 3.786 0.13
H -1.671 0.343 3.000 0.12
H 0.095 -1.869 3.962 0.14
H 0.443 -2.740 2.453 0.09
H 1.700 -3.865 4.051 0.09
H 2.477 -4.060 2.455 0.05
H 3.418 -4.158 3.961 0.09
H 4.372 -0.791 3.232 0.08
H 4.796 -2.163 4.283 0.09
H 4.770 -2.367 2.517 0.10
N -4.229 0.645 -1.179 0.08
C -4.821 0.179 -0.030 -0.08
C -3.940 0.452 0.967 -0.14
N -2.805 1.061 0.464 0.13
C -3.027 1.141 -0.828 -0.34
C -2.067 1.669 -1.814 -0.31
N -0.797 1.356 -1.850 0.06
C -0.286 2.049 -2.934 -0.12
C -1.268 2.762 -3.539 -0.07
N -2.410 2.506 -2.812 0.12
H -4.454 0.342 -2.125 0.03
H -5.770 -0.322 -0.047 0.11
H -4.055 0.232 2.015 0.09
H 0.749 1.968 -3.213 0.09
H -1.269 3.398 -4.403 0.11
H -3.328 2.879 -2.978 0.16
O 3.110 -1.874 -6.274 0.08
C 2.433 -1.544 -5.142 -0.30
C 1.118 -1.920 -4.910 0.02
C 0.532 -1.531 -3.725 -0.11
N 1.167 -0.808 -2.789 -0.05
C 2.411 -0.469 -3.058 -0.76
Br 3.293 0.573 -1.734 0.76
C 3.114 -0.792 -4.202 -0.04
H 2.540 -2.411 -6.838 0.11
H 0.555 -2.503 -5.626 0.12
H -0.491 -1.807 -3.518 0.06
H 4.136 -0.488 -4.359 0.12
Br 1.867 -2.689 -0.091 -0.11
Se -3.517 -1.433 -3.563 0.46
C -2.435 -1.559 -2.056 -0.87
N -1.734 -1.586 -1.134 -0.03
```

Its HOMO energy is -7.7266 eV. The total energy is -9744.0509 Eh. As for the gap between HOMO and LUMO: 8.193 eV. The calculation puts the largest force on an atom at 1.4 eV/Å. Its LUMO energy is 0.47 eV.